Record 1
{"formula": "C4H3NOS", "method": "ωB97M-V with the def2-TZVPD basis set", "elements": ["C", "C", "C", "C", "O", "N", "S", "H", "H", "H"], "xyz": [[-1.720191, -0.525175, 1.108369], [-0.724700, -0.106442, 0.556379], [0.342902, 0.224173, -0.334911], [-0.018560, 0.700821, -1.721480], [-1.122303, 0.694506, -2.179807], [1.613337, 0.037447, -0.167702], [2.220477, -0.484301, 1.305733], [-2.571475, -0.732627, 1.723688], [0.861781, 0.888222, -2.383409], [1.118731, -0.696625, 2.093140]], "forces_ev_per_angstrom": [[0.957, 0.842, -0.008], [-1.011, -0.660, 0.290], [0.757, 0.023, -0.574], [0.650, -0.807, -0.674], [-0.480, 0.299, 0.253], [-1.183, 0.246, 1.008], [0.110, -0.169, -0.071], [0.142, -0.149, -0.256], [-0.105, 0.200, 0.556], [0.164, 0.175, -0.524]], "nbo_charge": [-0.13, -0.10, 0.04, 0.40, -0.48, -0.47, 0.26, 0.25, 0.13, 0.11], "homo_ev": -9.4196, "smiles": "C#C/C(C=O)=N\\S", "gap_ev": 8.710, "relative_energy_ev": 2.165}


Record 2
{"formula": "C27H30N2O3", "method": "ωB97M-V with the def2-TZVPD basis set", "elements": ["C", "N", "C", "C", "C", "C", "C", "C", "C", "C", "C", "C", "O", "N", "C", "C", "C", "C", "C", "C", "H", "H", "H", "H", "H", "H", "H", "H", "H", "H", "H", "H", "H", "H", "H", "H", "H", "H", "H", "H", "H", "C", "C", "C", "C", "C", "C", "C", "C", "C", "C", "O", "O", "H", "H", "H", "H", "H", "H", "H", "H", "H"], "xyz": [[0.409141, -3.280098, -1.220682], [1.668956, -2.574316, -1.065479], [1.871003, -1.236363, -1.060037], [0.787673, -0.277384, -1.354987], [-0.522262, -0.515521, -0.760757], [-1.570546, 0.180108, -1.273085], [-2.879008, -0.423320, -1.512526], [-3.645835, -0.057773, -2.641448], [-4.904247, -0.612329, -2.846363], [-5.424208, -1.529259, -1.921782], [-4.660164, -1.915356, -0.816250], [-3.377817, -1.394504, -0.627376], [0.947176, 0.670655, -2.159632], [3.214501, -1.040557, -0.986740], [3.933484, 0.274198, -1.013085], [5.392195, 0.044666, -0.664830], [3.302094, 1.212432, 0.006504], [3.861860, 0.860754, -2.415033], [3.837523, -2.272340, -0.907712], [2.880477, -3.222240, -0.926545], [0.642668, -4.309614, -1.510257], [-0.151281, -3.313563, -0.278720], [-0.212099, -2.825087, -1.999410], [-0.610087, -1.233279, 0.056199], [-1.382561, 1.129779, -1.779560], [-3.218952, 0.660138, -3.346859], [-5.485723, -0.330125, -3.724962], [-6.425552, -1.940769, -2.063747], [-5.052182, -2.626834, -0.090351], [-2.760463, -1.699058, 0.221994], [5.900531, -0.562954, -1.423172], [5.898754, 1.017743, -0.638471], [5.512544, -0.416434, 0.322791], [2.284070, 1.505318, -0.266958], [3.289019, 0.746259, 0.999147], [3.910124, 2.124874, 0.064777], [2.827930, 1.064487, -2.700804], [4.429538, 1.798515, -2.434529], [4.312992, 0.169253, -3.134698], [4.905698, -2.382491, -0.847811], [2.964329, -4.291876, -0.883638], [-4.602974, 1.929574, 0.423701], [-3.123292, 2.188191, 0.203313], [-2.227282, 1.457201, 1.065743], [-0.874384, 1.878091, 1.327663], [-0.312288, 1.623966, 2.727405], [-1.053267, 1.111692, 3.808364], [-0.419897, 0.726499, 4.998564], [0.962088, 0.895440, 5.149586], [1.695482, 1.505929, 4.122785], [1.055947, 1.890300, 2.942381], [-0.122465, 2.371246, 0.471227], [-2.757078, 2.941415, -0.709108], [-4.819611, 1.458085, 1.389437], [-5.137527, 2.884237, 0.365698], [-4.991291, 1.286648, -0.376819], [-2.683270, 0.744203, 1.753658], [-2.135896, 1.016658, 3.711921], [-1.009512, 0.282781, 5.803279], [1.463496, 0.559772, 6.057393], [2.768133, 1.676937, 4.231154], [1.623579, 2.395377, 2.159525]], "forces_ev_per_angstrom": [[-0.552, -0.632, -0.017], [0.450, 0.303, 0.422], [1.340, -1.029, -0.435], [-2.259, 3.057, -0.311], [1.854, -0.442, 0.134], [-0.415, 0.202, -0.372], [-0.831, -0.185, 0.521], [0.512, 0.103, 0.486], [-0.083, -0.332, 0.211], [0.155, 0.210, -0.118], [0.402, 0.026, 0.016], [-0.443, 0.094, -0.354], [0.600, -1.879, 0.836], [-0.636, -0.302, -0.040], [0.084, 0.553, -0.067], [0.407, -0.111, 0.221], [-0.128, 0.093, 0.246], [-0.017, 0.105, -0.395], [-0.122, 0.350, 0.108], [-0.293, 0.259, -0.278], [0.013, 0.231, 0.014], [0.176, 0.078, -0.300], [0.218, -0.008, 0.277], [-0.224, -0.133, -0.599], [0.177, -0.326, -0.060], [-0.254, -0.133, 0.276], [0.144, -0.061, 0.270], [0.314, 0.127, 0.039], [0.009, 0.133, -0.219], [-0.372, 0.134, -0.178], [-0.037, 0.096, 0.154], [-0.199, -0.254, -0.025], [0.018, 0.046, -0.140], [0.124, -0.008, 0.104], [-0.015, 0.105, -0.110], [-0.172, -0.216, -0.030], [0.302, -0.037, 0.033], [-0.071, -0.194, 0.024], [-0.009, 0.089, 0.014], [-0.137, 0.062, 0.079], [-0.083, -0.037, -0.027], [-0.384, 0.134, 0.051], [0.843, -0.276, -0.501], [0.129, 0.187, 0.171], [-0.243, -0.137, -0.609], [0.512, 0.035, 0.410], [0.260, -0.060, -0.167], [0.184, 0.162, -0.247], [-0.166, 0.039, -0.306], [-0.408, -0.008, 0.003], [-0.093, -0.286, 0.071], [-0.110, -0.159, 0.711], [-0.564, -0.080, 0.381], [0.075, 0.069, -0.207], [0.079, -0.155, -0.026], [0.094, 0.084, 0.069], [0.034, 0.383, 0.001], [0.348, -0.092, 0.051], [0.173, 0.176, -0.204], [-0.148, 0.120, -0.182], [-0.295, -0.011, 0.055], [-0.268, -0.260, 0.068]], "nbo_charge": [-0.41, -0.28, 0.38, 0.43, -0.41, 0.07, -0.13, -0.12, -0.23, -0.21, -0.22, -0.18, -0.58, -0.28, 0.14, -0.62, -0.64, -0.64, -0.04, -0.05, 0.22, 0.23, 0.25, 0.20, 0.28, 0.22, 0.22, 0.22, 0.21, 0.21, 0.21, 0.24, 0.22, 0.27, 0.22, 0.23, 0.28, 0.22, 0.20, 0.25, 0.24, -0.70, 0.51, -0.60, 0.57, -0.15, -0.14, -0.25, -0.22, -0.22, -0.20, -0.65, -0.65, 0.20, 0.23, 0.22, 0.19, 0.21, 0.21, 0.21, 0.20, 0.23], "homo_ev": -6.3177, "gap_ev": 5.318, "relative_energy_ev": 4.151}


| no. | E_tot (Ha) | LUMO level (Eh) |
| --- | --- | --- |
| 1 | -682.29113 | -0.0261 |
| 2 | -1381.97821 | -0.0367 |